A 2-piece molecular cluster, C16H30FO5P2S2 overall at a distorted geometry. Source: the Open Molecules 2025 dataset; level of theory: ωB97M-V/def2-TZVPD.

Results
Net charge ... +1
HOMO-LUMO gap ... 7.149 eV

Each line ends with the natural charge from an NBO analysis.
Cartesian coordinates (Å):
C1 -3.269 4.885 -2.125  -0.64
C2 -2.310 4.337 -1.019  0.01
C3 -1.990 5.056 0.211  -0.21
C4 -1.117 4.456 1.219  -0.19
C5 -0.500 3.127 1.062  -0.08
C6 0.406 2.541 2.191  -0.25
C7 1.942 2.442 1.809  -0.61
C8 0.294 3.327 3.566  -0.61
C9 -0.795 2.420 -0.198  0.34
O1 -0.185 1.144 -0.414  -0.53
C10 0.475 1.188 -1.672  -0.20
S1 2.081 0.275 -1.728  0.52
C11 2.291 -0.857 -0.298  -0.58
C12 3.633 -1.679 -0.575  0.05
F1 3.445 -2.317 -1.828  -0.36
P1 3.594 1.832 -1.505  0.61
S2 4.458 2.171 -3.203  -0.38
C13 -1.697 3.026 -1.190  -0.31
H1 -4.133 5.458 -1.693  0.24
H2 -3.674 4.016 -2.713  0.23
H3 -2.725 5.557 -2.840  0.23
H4 -2.418 6.067 0.385  0.23
H5 -0.928 5.084 2.125  0.23
H6 0.024 1.502 2.411  0.22
H7 2.262 1.364 1.716  0.19
H8 2.230 3.065 0.929  0.20
H9 2.523 2.834 2.692  0.23
H10 -0.719 3.770 3.744  0.23
H11 1.098 4.111 3.656  0.21
H12 0.501 2.583 4.379  0.23
H13 -0.236 0.764 -2.441  0.26
H14 0.694 2.240 -2.030  0.25
H15 2.342 -0.358 0.700  0.27
H16 1.480 -1.636 -0.226  0.30
H17 4.449 -0.919 -0.741  0.17
H18 3.870 -2.399 0.241  0.22
H19 2.914 3.001 -1.026  0.04
H20 4.545 1.453 -0.501  0.04
H21 -1.886 2.400 -2.101  0.22
C14 -2.556 -3.988 1.744  -0.23
O2 -1.387 -4.720 1.392  -0.80
P2 -1.030 -4.872 -0.260  2.34
O3 -1.399 -3.449 -0.627  -1.04
O4 -2.280 -5.893 -0.492  -0.79
C15 -2.408 -7.032 0.366  -0.25
O5 -0.456 -5.240 -1.820  -0.65
C16 0.864 -4.771 -2.092  -0.27
H22 -2.830 -4.275 2.761  0.19
H23 -2.347 -2.918 1.729  0.19
H24 -3.388 -4.219 1.079  0.19
H25 -3.237 -6.873 1.058  0.19
H26 -1.498 -7.215 0.940  0.18
H27 -2.625 -7.910 -0.241  0.20
H28 1.564 -5.172 -1.358  0.17
H29 0.887 -3.679 -2.065  0.18
H30 1.159 -5.107 -3.085  0.21

---

C16H30KN2O4S2 as an isolated structure at a distorted geometry. Source: the Open Molecules 2025 dataset; level of theory: ωB97M-V/def2-TZVPD.

Results
Relative energy (zero: lowest compared OMol25 entry of this formula, charge and spin) ... 64.7 kJ/mol
Net charge ... +1
HOMO-LUMO gap ... 10.488 eV

Each line ends with the natural charge from an NBO analysis.
Cartesian coordinates (Å):
K1 -0.841 -0.936 -1.528  0.96
C1 6.807 -1.657 -0.195  -0.61
C2 5.371 -1.170 -0.160  -0.38
C3 4.698 -1.105 -1.566  -0.53
C4 3.280 -1.272 -1.413  0.38
N1 2.098 -1.384 -1.328  -0.44
H1 6.789 -2.577 -0.780  0.20
H2 7.285 -1.940 0.743  0.23
H3 7.517 -0.984 -0.674  0.21
H4 5.236 -0.280 0.454  0.22
H5 4.919 -1.978 0.415  0.21
H6 5.045 -1.868 -2.262  0.26
H7 4.873 -0.132 -2.026  0.26
C5 -4.022 4.735 -4.559  -0.61
C6 -3.278 3.617 -3.690  -0.39
C7 -1.833 3.957 -3.221  -0.52
C8 -1.080 2.729 -2.906  0.36
N2 -0.504 1.758 -2.707  -0.42
H8 -3.809 4.578 -5.616  0.21
H9 -3.654 5.744 -4.373  0.21
H10 -5.086 4.665 -4.334  0.22
H11 -3.429 2.686 -4.235  0.22
H12 -3.843 3.554 -2.760  0.21
H13 -1.766 4.715 -2.440  0.26
H14 -1.243 4.333 -4.056  0.25
C9 -0.242 3.781 2.870  -0.40
C10 0.277 2.364 3.152  -0.40
C11 -0.968 1.416 3.227  -0.67
S1 -1.862 1.764 1.739  2.12
O1 -3.305 1.791 1.919  -0.91
O2 -1.283 1.050 0.561  -0.98
C12 -1.285 3.541 1.766  -0.66
H15 0.533 4.509 2.631  0.24
H16 -0.870 4.095 3.704  0.21
H17 0.850 2.513 4.067  0.24
H18 0.940 2.193 2.304  0.22
H19 -1.636 1.849 3.971  0.25
H20 -0.681 0.366 3.279  0.27
H21 -2.126 4.214 1.604  0.25
H22 -0.820 3.697 0.793  0.23
C13 -1.607 -5.669 1.811  -0.41
C14 -1.212 -5.583 0.322  -0.42
C15 -0.313 -4.367 0.034  -0.63
S2 -0.916 -3.097 1.254  2.12
O3 -1.914 -2.274 0.587  -0.98
O4 0.162 -2.466 1.983  -0.92
C16 -1.761 -4.305 2.307  -0.69
H23 -0.759 -6.153 2.295  0.21
H24 -2.521 -6.231 2.002  0.25
H25 -2.058 -5.655 -0.361  0.23
H26 -0.649 -6.504 0.167  0.23
H27 -0.473 -3.863 -0.919  0.22
H28 0.742 -4.591 0.194  0.25
H29 -2.642 -3.847 2.757  0.27
H30 -1.130 -4.329 3.196  0.26

---

| no. | calculated total energy (Ha) |
| --- | --- |
| 1 | -2582.3717 |
| 2 | -2434.2044 |